# C11H12BrN2O9P2V

A structure of composition C11H12BrN2O9P2V (ωB97M-V/def2-TZVPD, the Open Molecules 2025 dataset).

The geometry in XYZ format:
```
38
Properties=species:S:1:pos:R:3
Br -4.9236 0.5124 5.6372
V -0.0894 -0.2049 0.0932
P 0.6328 -0.4205 -2.5621
P 2.2735 0.8864 -0.3300
O 1.8211 -0.2956 -1.4500
O -1.4512 -0.1330 1.5154
O 0.9865 -1.4853 -3.5258
O 3.7086 1.1410 -0.5160
O -0.6812 -0.5018 -1.8080
O 1.7110 0.3632 0.9757
O -1.4576 1.7020 0.3100
O 1.3391 2.1357 -0.7348
O 0.6959 1.0254 -3.3009
N 0.3281 -2.1807 0.3426
N 0.9416 -4.2885 0.1315
C 0.4623 -4.1531 1.4168
C -4.9164 2.6997 3.8194
C -1.8864 1.0520 1.2638
C -4.3481 1.4693 4.0956
C -3.5073 2.8618 1.8721
C -3.3719 0.9203 3.2799
C -4.4883 3.3963 2.6968
C 1.5127 -5.4813 -0.4649
C -2.9559 1.6288 2.1661
C 0.0844 -2.8547 1.5338
C 0.8493 -3.0835 -0.4685
H 1.1514 -2.9230 -1.4980
H -0.3576 -2.3428 2.3705
H 1.2884 -5.4970 -1.5295
H -3.1484 3.3847 0.9935
H 0.4374 -4.9776 2.1089
H 2.5937 -5.5122 -0.3318
H -5.6808 3.1044 4.4692
H -2.9284 -0.0430 3.4895
H -4.9268 4.3602 2.4690
H 1.4483 2.3845 -1.6587
H 1.0722 -6.3603 -0.0008
H 1.1057 0.8773 -4.1557
```

Summary:
LUMO energy (spin up / spin down)	2.41 / 2.41	eV
expectation value of S²	0.7529
HOMO energy (spin up / spin down)	-2.83 / -2.27	eV
relative energy (zero: lowest compared OMol25 entry of this formula, charge and spin)	0.0	kcal/mol
2S+1	2
net charge	-1

Mulliken population analysis, charges in e, atoms 1 to 2: number 1, Br, carries -0.23; number 2, V, carries 0.58